# C2H5N3OS

C2H5N3OS as an isolated structure (ωB97M-V/def2-TZVPD, the Open Molecules 2025 dataset).

Atoms and positions in Å:
C -1.619 -0.835 -0.487
C 0.841 1.540 -0.423
H -0.305 -1.792 2.058
H -2.641 -0.630 -0.603
H 0.881 -0.481 0.221
H 0.344 2.306 -1.183
H 2.238 1.511 1.042
N -1.497 -1.243 0.672
N 0.731 0.087 -0.755
N 1.725 2.127 0.339
O -0.168 -2.012 0.868
S -0.528 -0.579 -1.747

Results
Total charge: 0
HOMO level, eV: -9.40
LUMO energy, hartree: 0.0080
E, Ha: -716.7175
Energy above the lowest of the compared OMol25 structures with the same formula, charge and spin, eV: 6.073
Spin multiplicity: 1